Entry 1:
The following is a DFT calculation (ωB97M-V/def2-TZVPD) of a cluster of 2 separate species, C3H10NO in total.

Cartesian coordinates (Å):
C -0.9252 -2.1534 -0.2886
O -0.2974 -1.5286 0.7938
H -0.2647 -2.1699 -1.2200
H -1.1831 -3.2099 -0.0987
H -1.8649 -1.6397 -0.6108
C 0.4133 1.1566 -1.0732
N -0.3022 1.0888 0.2061
C 0.6389 1.2124 1.3393
H 0.9297 2.0844 -1.2159
H 1.1592 0.3229 -1.2192
H -0.3371 1.0489 -1.8880
H -0.6062 0.0783 0.2840
H 1.4866 0.4944 1.2953
H 0.1057 0.9621 2.2527
H 1.0475 2.2526 1.4432

Summary:
LUMO energy: 4.4450 eV
charge: -1
highest occupied orbital energy: -2.56 eV
orbital gap: 7.00 eV

Atom charges from the Löwdin analysis, given in e for atoms 1 to 4: -0.42, -0.45, 0.04, 0.02

Entry 2:
The following is a DFT calculation (ωB97M-V/def2-TZVPD) of a cluster of 8 separate species, C5H24NO9 in total.

Cartesian coordinates (Å):
C 0.1344 1.7260 3.1908
C 1.3788 1.1403 2.5146
N 1.3165 1.1517 1.0354
C 0.0273 0.7503 0.5552
C 2.3842 0.2695 0.5101
C 2.6648 0.4851 -1.0285
O 2.9269 1.6328 -1.4116
O 2.7643 -0.5806 -1.7194
H -0.6851 0.9854 3.1330
H 0.3834 1.8223 4.2376
H -0.1513 2.6878 2.8123
H 1.4886 0.1379 2.9795
H 2.2815 1.5794 2.9614
H 0.1172 0.7415 -0.5453
H -0.5525 -0.1506 0.8329
H -0.7309 1.4629 0.9442
H 3.2425 0.4975 1.1181
H 2.0934 -0.8274 0.6318
H -1.2307 2.8212 -1.3299
H -1.9865 3.4967 -0.2553
O -2.1057 3.2405 -1.1742
H 1.1563 -3.1916 -2.0799
H 1.9460 -1.6912 -1.9086
O 1.0025 -2.3309 -1.6912
H -0.2598 -2.2060 1.2539
H -0.7411 -3.7007 1.4132
O -0.7881 -2.8188 1.7769
H -3.0641 -2.9924 1.0516
H -3.1883 -3.2300 -0.3624
O -2.7849 -3.6596 0.4188
H -2.2378 -1.6615 -1.9259
H -3.6227 -1.0143 -1.7869
O -3.1648 -1.8493 -1.7254
H 0.7019 2.1444 -2.4696
H 1.1263 2.9760 -1.3913
O 0.3991 2.9530 -2.0482
H -1.2349 -0.9574 -3.5002
H -0.1398 -1.2195 -2.3453
O -0.8671 -0.6205 -2.6723

Summary:
LUMO energy: 2.9858 eV
charge: -1
highest occupied orbital energy: -5.70 eV
orbital gap: 8.68 eV

Atom charges from the Löwdin analysis, given in e for atoms 1 to 4: -0.11, -0.27, -0.19, -0.12

Entry 3:
The following is a DFT calculation (ωB97M-V/def2-TZVPD) of a structure of composition C28H30Cl3N3O5SiSn.

Cartesian coordinates (Å):
Sn 0.0517 -0.3399 -0.0107
C 2.8510 -1.5851 -2.2352
C 3.3019 -2.0762 -0.8851
C 4.0213 -3.2596 -0.7828
C 4.4815 -3.6979 0.4468
C 4.2283 -2.9433 1.5787
C 3.4783 -1.7743 1.5226
C 3.1050 -1.0820 2.8030
C 3.0237 -1.3462 0.2729
N 2.1834 -0.1886 0.1135
C 2.7370 0.9753 0.5476
O 3.8835 1.1803 0.9026
C 1.8109 2.1403 0.3763
C 2.2339 3.4536 0.3647
C 1.3009 4.4368 0.0589
C -0.0018 4.0749 -0.2572
C -0.3367 2.7346 -0.2179
N 0.5513 1.8140 0.1281
C -1.7052 2.2129 -0.5546
O -2.5832 3.0208 -0.8250
N -1.7589 0.8672 -0.5268
C -3.0755 0.3313 -0.3985
C -3.5504 -0.5063 -1.4152
C -2.6771 -0.8616 -2.5930
C -4.8518 -0.9857 -1.3425
C -5.6767 -0.6285 -0.2886
C -5.1931 0.2011 0.7100
C -3.8890 0.6824 0.6869
C -3.3902 1.5513 1.8080
H 3.1124 -2.3025 -3.0116
H 3.3149 -0.6267 -2.4781
H 1.7696 -1.4244 -2.2823
H 4.2134 -3.8413 -1.6768
H 5.0174 -4.6349 0.5262
H 4.5785 -3.2876 2.5444
H 3.5788 -1.5759 3.6497
H 2.0202 -1.1221 2.9547
H 3.4013 -0.0367 2.8034
H 3.2716 3.6603 0.5813
H 1.5951 5.4780 0.0421
H -0.7679 4.7820 -0.5395
H -1.9503 -0.0770 -2.7977
H -3.2863 -1.0105 -3.4854
H -2.1160 -1.7920 -2.4401
H -5.2263 -1.6224 -2.1358
H -6.6972 -0.9874 -0.2496
H -5.8337 0.4754 1.5407
H -3.9918 1.4011 2.7025
H -3.4658 2.6062 1.5375
H -2.3489 1.3280 2.0440
C -3.3395 -1.3052 3.2346
Si -1.7077 -1.8364 2.5396
C -1.9257 -2.9672 1.0013
C -0.7775 -2.8996 3.7532
O -0.8117 -0.6683 1.8461
H -3.5115 -1.8060 4.1899
H -4.1672 -1.5344 2.5640
H -3.3352 -0.2339 3.4136
H -2.4981 -3.3341 -1.0228
H -1.5182 -4.9252 -0.0122
H -0.6816 -1.9861 -0.4718
H -1.3658 -3.7821 4.0175
H -0.5628 -2.3458 4.6712
H 0.1695 -3.2377 3.3293
Cl -1.1549 -3.5783 -0.2736
C -0.6299 -4.0047 -1.8528
Cl -0.9348 -6.4768 0.7378
Cl 0.0408 -4.2537 -3.3715
C 0.3887 -4.0598 0.6658
O 0.3629 -5.4518 1.0723
O 1.3527 -3.4558 0.9731

Summary:
LUMO energy (spin up / spin down): -1.3676 / -1.3670 eV
charge: 0
highest occupied orbital energy (spin up / spin down): -7.87 / -7.88 eV
orbital gap (spin up / spin down): 6.51 / 6.51 eV

Atom charges from the Löwdin analysis, given in e for atoms 1 to 4: 1.38, -0.04, -0.22, -0.05

| no. | F_max (eV/A) | calculated total energy (eV) |
| --- | --- | --- |
| 1 | 1.556 | -6809.74700 |
| 2 | 2.630 | -25493.91579 |
| 3 | 4.327 | -95489.31240 |